No. 1
{
  "formula": "C5H8N4O2",
  "method": "the ωB97M-V functional and the def2-TZVPD basis",
  "elements": ["C", "C", "C", "C", "C", "H", "H", "H", "H", "H", "H", "H", "H", "N", "N", "N", "N", "O", "O"],
  "xyz": [[0.1094, 3.6042, 0.4731], [0.3227, 2.2226, -0.2352], [0.6748, 0.0514, 0.5499], [-0.3631, -0.6008, -0.3256], [-0.3092, -2.1756, -0.2971], [0.2173, 4.4730, -0.4109], [1.1065, 3.6562, 1.0856], [-0.7994, 3.6397, 1.0055], [1.1913, 2.3035, -0.7720], [-0.5840, 1.8965, -0.9600], [-0.2788, -0.3229, -1.3666], [-1.4356, -0.2637, -0.0070], [-0.8205, -5.0918, 0.7461], [0.2374, -2.9483, -1.2435], [0.0321, -4.1528, -0.9388], [-0.5271, -4.1388, 0.1973], [-0.7866, -2.8788, 0.6127], [0.4175, 1.3071, 0.8454], [1.5952, -0.5806, 1.0412]],
  "forces_ev_per_a": [[3.9, 0.7, -3.3], [-5.0, 1.0, 0.4], [1.2, -2.8, 0.6], [-2.1, -2.0, 0.1], [1.3, 3.9, -1.8], [-0.6, -2.2, 2.5], [-2.3, 0.4, -0.6], [-0.8, 0.3, 0.7], [2.3, -0.3, -1.4], [2.0, 0.9, 1.6], [0.2, 0.2, -0.3], [2.0, -0.6, -0.4], [0.9, 3.6, -1.9], [1.0, 1.9, -3.1], [1.3, -1.8, -1.1], [-2.5, -2.3, 3.9], [-2.1, -2.9, 4.2], [0.7, 1.0, 0.4], [-1.3, 1.2, -0.6]],
  "smiles": "CCOC(=O)Cc1nn[nH]n1"
}

---

No. 2
{
  "formula": "C5H8N5",
  "method": "the ωB97M-V functional and the def2-TZVPD basis",
  "elements": ["C", "C", "C", "C", "C", "N", "N", "N", "N", "N", "H", "H", "H", "H", "H", "H", "H", "H"],
  "xyz": [[-1.9012, -0.1829, 0.5521], [-0.9847, 2.0050, -1.1261], [2.5715, -3.0865, 0.9644], [1.2386, -1.1191, 1.2583], [0.0993, 2.5286, -1.8599], [-2.0601, 1.7639, -0.6982], [2.3224, -1.8629, 1.0104], [0.2470, -1.0859, 0.4539], [-2.6564, 0.8887, 0.0474], [-0.6586, -0.1647, 0.3289], [-2.4932, -0.9268, 1.0682], [1.8630, -3.8693, 1.2375], [3.5621, -3.3949, 0.6565], [1.3475, -0.4477, 2.1144], [-0.2677, 3.1754, -2.6634], [0.7756, 3.0989, -1.2212], [0.6454, 1.7007, -2.3244], [-3.6507, 0.9796, 0.2012]],
  "forces_ev_per_a": [[1.1, -0.6, 0.1], [-2.4, -0.8, 1.0], [-0.2, -0.3, 0.2], [-1.3, 1.0, 0.4], [1.3, 0.2, -0.4], [1.7, 0.7, -0.8], [1.1, -0.1, -0.4], [1.1, -2.2, -0.2], [-0.8, -0.2, 0.4], [-1.3, 2.3, -0.2], [0.0, -0.1, 0.0], [-0.2, 0.1, 0.0], [0.1, -0.1, 0.0], [-0.1, 0.0, -0.1], [-0.2, -0.1, 0.1], [0.0, 0.0, 0.0], [0.0, 0.1, 0.0], [0.2, 0.1, -0.1]],
  "smiles": "C=N/C=N/N=C/N[N+]#CC",
  "charge": 1
}

---

No. 3
{
  "formula": "C5H8N5O2",
  "method": "the ωB97M-V functional and the def2-TZVPD basis",
  "elements": ["C", "C", "C", "N", "N", "N", "C", "N", "C", "O", "N", "O", "H", "H", "H", "H", "H", "H", "H", "H"],
  "xyz": [[-2.1507, 1.3712, 0.4393], [-2.1518, 0.4595, -0.5274], [-1.0309, 0.2843, -1.5219], [-0.1894, -0.8512, -1.0937], [-0.2273, -2.0039, -1.6782], [0.5897, -2.8227, -1.0561], [1.1409, -2.1389, -0.0650], [0.6600, -0.8943, -0.0639], [0.9970, 0.1986, 0.8616], [2.3882, 0.2461, 0.8626], [2.8477, 1.0733, 2.1193], [3.2021, 2.0925, 1.7946], [-2.7355, 1.2176, 1.3363], [-1.5779, 2.2884, 0.3404], [-2.9785, -0.2327, -0.6477], [-1.3990, -0.0218, -2.4967], [-0.4070, 1.1710, -1.6222], [1.8587, -2.4921, 0.6548], [0.6167, -0.0702, 1.8518], [0.5469, 1.1253, 0.5118]],
  "forces_ev_per_a": [[0.1, -0.1, -0.2], [0.0, -0.1, -0.1], [-0.6, 0.6, -0.1], [0.1, -0.1, -0.1], [0.0, 0.0, 0.0], [0.1, 0.0, 0.0], [-0.1, 0.2, 0.0], [-0.2, -0.2, 0.0], [0.7, -0.1, 0.3], [-0.2, 0.1, -0.6], [-0.1, 0.2, 0.5], [0.2, -0.1, -0.1], [-0.6, 0.5, -0.3], [0.5, -0.3, 0.4], [0.3, -0.5, 0.5], [0.2, 0.0, -0.1], [0.1, -0.1, 0.0], [0.1, -0.1, 0.0], [-0.2, 0.1, 0.0], [-0.2, -0.1, -0.1]],
  "smiles": "C=CCn1nnc[n+]1CON=O",
  "charge": 1
}

---

No. 4
{
  "formula": "C5H8NO",
  "method": "the ωB97M-V functional and the def2-TZVPD basis",
  "elements": ["C", "C", "C", "C", "C", "N", "O", "H", "H", "H", "H", "H", "H", "H", "H"],
  "xyz": [[-0.0123, 0.8738, 0.4934], [-0.5344, 1.6712, 1.5039], [1.0191, -0.3058, -0.8670], [-0.6180, 0.0478, -0.7036], [-1.1347, -1.2909, -0.3267], [1.2593, 0.3841, 0.2084], [1.7395, -1.1836, -1.4232], [0.1273, 2.2307, 2.1453], [-1.4742, 2.1101, 1.5577], [-1.5726, 0.7546, -1.3033], [-0.4212, -1.7844, 0.3222], [-1.3187, -1.9427, -1.1223], [-1.9886, -1.0988, 0.2702], [2.1992, 0.7243, 0.6590], [2.7304, -1.1904, -1.4141]],
  "forces_ev_per_a": [[-3.7, 1.4, 1.6], [3.7, -1.5, -2.9], [-2.0, 1.3, 0.3], [-0.4, 2.0, -0.5], [0.2, 0.4, 1.7], [4.0, 2.1, 1.9], [0.5, -0.5, -1.7], [0.6, -0.4, 0.3], [-2.0, -0.2, -0.4], [3.8, -2.2, 0.9], [0.2, -0.3, 0.3], [-0.5, -0.7, -1.4], [-1.2, -0.3, 0.4], [-2.2, -1.3, -1.0], [-0.9, 0.3, 0.5]],
  "smiles": "C=C1[NH+]=C(O)[C@H]1C",
  "charge": 1
}

---

No. 5
{
  "formula": "C5H8NO",
  "method": "the ωB97M-V functional and the def2-TZVPD basis",
  "elements": ["C", "C", "C", "C", "C", "N", "O", "H", "H", "H", "H", "H", "H", "H", "H"],
  "xyz": [[-1.6440, 0.3386, -0.7329], [-1.2047, -0.9457, -0.2260], [1.1639, 1.1123, -0.0900], [1.2404, -0.4482, -0.0659], [-0.0685, 0.9953, 0.7341], [-0.0761, -0.5684, 0.6482], [-2.3102, 0.9004, -1.4771], [-2.0565, -1.6050, 0.1502], [-1.0447, -1.6769, -1.0383], [1.8601, 1.7013, 0.6686], [1.0802, 1.4950, -1.0170], [1.2037, -0.8074, -1.1460], [2.1195, -0.8526, 0.3869], [-0.4286, 1.5274, 1.6517], [0.1656, -1.1660, 1.5535]],
  "forces_ev_per_a": [[1.8, 2.8, 2.2], [-1.4, -3.2, 0.1], [2.0, -0.4, 6.2], [0.6, 1.5, -3.4], [-4.7, -0.9, -2.0], [1.5, -1.8, 2.6], [-0.4, -0.3, -0.4], [0.8, 1.4, 0.8], [1.2, 0.5, -0.1], [-0.3, -1.3, -2.4], [-0.1, 1.7, -2.9], [-0.2, 0.0, 1.6], [0.0, -0.5, 0.8], [0.7, -0.8, -0.9], [-1.6, 1.3, -2.2]],
  "charge": 1
}

---

No. 6
{
  "formula": "C5H8NO",
  "method": "the ωB97M-V functional and the def2-TZVPD basis",
  "elements": ["C", "C", "C", "C", "C", "N", "O", "H", "H", "H", "H", "H", "H", "H", "H"],
  "xyz": [[1.5975, 0.8917, 0.0343], [0.2068, 1.6782, -0.0941], [2.0786, -0.2562, -0.1426], [-1.0607, 0.8744, -0.0388], [-1.7693, -1.5580, -0.0244], [-0.8283, -0.3748, -0.0971], [2.1779, -1.5074, -0.2249], [2.2378, 1.7848, -0.1888], [0.3406, 1.9717, 0.9984], [-1.8476, 1.5219, -0.2922], [0.3299, 2.6398, -0.4648], [-1.0893, -2.4172, -0.3665], [-2.6068, -1.5516, -0.6969], [-2.1153, -1.6497, 1.0314], [2.3484, -2.0477, 0.5671]],
  "forces_ev_per_a": [[0.1, 3.7, -2.6], [1.5, -2.1, 5.2], [-2.6, -3.0, 0.6], [2.9, -2.0, -2.4], [2.1, 0.1, 0.1], [-1.3, -0.3, 0.9], [1.1, 1.3, -0.8], [0.5, -1.1, 0.7], [-0.7, 0.2, -0.5], [-2.1, 0.2, 0.4], [0.0, 1.4, -1.8], [-1.3, 1.0, 0.9], [-0.5, 0.5, -0.3], [0.3, -0.2, -0.9], [0.0, 0.3, 0.5]],
  "charge": 1
}

---

No. 7
{
  "formula": "C5H8NO2",
  "method": "the ωB97M-V functional and the def2-TZVPD basis",
  "elements": ["O", "C", "O", "C", "C", "C", "C", "N", "H", "H", "H", "H", "H", "H", "H", "H"],
  "xyz": [[-0.9991, -0.7149, -2.4584], [-0.0734, -0.9270, -1.7009], [0.5545, -1.9223, -1.3008], [0.4217, 0.3554, -0.8721], [-0.1362, 0.5639, 0.5412], [-0.4086, -0.7252, 1.2770], [-0.2812, -0.8865, 2.5917], [0.1340, 1.5950, -1.6448], [1.4676, 0.2696, -0.8090], [-1.0967, 1.0865, 0.4887], [0.5185, 1.2611, 1.0613], [-0.7366, -1.5967, 0.7228], [-0.1725, -0.0240, 3.2409], [-0.2953, -1.8875, 3.0045], [0.1398, 1.3867, -2.6400], [0.9637, 2.1659, -1.5022]],
  "forces_ev_per_a": [[0.6, 0.0, 0.0], [-1.9, -0.3, -0.2], [0.5, 0.3, 0.0], [-0.2, 2.2, 0.2], [-1.6, -1.1, -0.2], [0.6, 0.0, 0.9], [-0.1, 0.2, -0.5], [0.4, -0.7, -0.2], [1.4, -0.6, 0.3], [0.1, 0.1, -0.5], [0.3, -0.3, 0.1], [0.3, 0.1, -0.3], [0.5, -0.2, 0.1], [-0.5, 0.2, 0.3], [-0.3, 0.0, 0.0], [-0.1, 0.2, -0.1]],
  "spin_multiplicity": 2
}

---

No. 8
{
  "formula": "C5H8NO2",
  "method": "the ωB97M-V functional and the def2-TZVPD basis",
  "elements": ["C", "C", "C", "C", "C", "N", "O", "O", "H", "H", "H", "H", "H", "H", "H", "H"],
  "xyz": [[0.6390, -2.2510, 1.6315], [1.6722, -2.2927, 0.9910], [-0.6372, -1.8948, 2.2059], [-0.3163, 1.1558, -0.6882], [0.1370, 1.8372, -1.8609], [-0.2454, -0.1014, -0.5049], [-1.3913, -1.1692, 1.5939], [-0.8591, 1.8172, 0.3039], [-0.9687, 2.7499, 0.0502], [2.5097, -2.5715, 0.3209], [-0.6884, -2.2477, 3.2877], [0.4585, 1.0883, -2.5379], [0.8673, 2.6755, -1.9077], [-0.7119, 2.3758, -2.1384], [0.2250, -0.6901, -1.0834], [-0.6905, -0.4814, 0.3363]],
  "forces_ev_per_a": [[1.4, 0.3, -1.4], [-0.4, -1.1, -0.3], [1.3, -0.2, 1.4], [0.7, 0.7, 1.9], [1.5, 0.8, -0.8], [-1.2, 1.3, 1.4], [-0.6, -0.5, 0.9], [-0.3, 0.6, -0.3], [0.0, -0.1, 0.4], [-0.8, 0.6, 1.1], [-1.0, 0.5, -1.2], [0.0, -0.3, -1.2], [0.1, -0.9, 1.2], [-1.8, 0.5, -1.5], [1.5, -1.8, -2.1], [-0.3, -0.5, 0.4]],
  "charge": 1
}

---

No. 9
{
  "formula": "C5H8NO4",
  "method": "the ωB97M-V functional and the def2-TZVPD basis",
  "elements": ["C", "C", "C", "C", "C", "N", "O", "O", "O", "O", "H", "H", "H", "H", "H", "H", "H", "H"],
  "xyz": [[0.2774, 0.1747, 0.2422], [-0.2793, 0.3318, -0.9725], [1.1542, -1.3609, -1.2468], [1.2247, 0.8548, 2.3454], [-2.6657, 0.6586, -1.1334], [1.3513, -0.6879, 0.0756], [1.7910, -1.5720, 1.0311], [0.1323, -0.6108, -1.9116], [0.0879, 0.8755, 1.3975], [-1.3871, 1.0942, -1.3706], [2.2162, -1.1606, -1.6938], [0.9102, -2.5445, -1.1200], [0.7801, 1.0856, 3.2617], [1.9539, 1.5445, 2.0388], [1.7114, -0.2046, 2.2973], [-3.4375, 0.7764, -1.9380], [-3.1160, 1.2211, -0.2719], [-2.7049, -0.4760, -1.0309]],
  "forces_ev_per_a": [[0.7, 0.1, 0.0], [-2.9, 0.6, 0.4], [2.0, 0.0, 0.9], [-0.3, -3.1, -1.9], [-2.1, -2.0, 0.8], [0.3, -0.9, -0.7], [-0.2, -0.3, 0.5], [0.5, -0.4, 0.0], [0.4, -0.4, -0.2], [2.1, 0.6, -0.7], [-2.0, -1.0, -0.2], [0.4, 2.6, -0.2], [-0.5, 0.4, 1.5], [0.9, 1.3, -0.4], [-0.9, 1.5, 0.2], [1.2, 0.6, -0.2], [0.4, -0.8, -0.3], [0.2, 1.3, 0.6]],
  "smiles": "COC1=C(OC)N([O-])CO1",
  "charge": -1
}

---

No. 10
{
  "formula": "C5H8NP",
  "method": "the ωB97M-V functional and the def2-TZVPD basis",
  "elements": ["C", "C", "C", "C", "C", "N", "P", "H", "H", "H", "H", "H", "H", "H", "H"],
  "xyz": [[-0.0592, -2.9422, 0.0898], [0.8430, 0.8722, 0.5866], [0.9326, 0.5861, -0.8981], [-1.6255, 0.0316, 0.3014], [-0.3638, 0.8941, -0.1775], [0.7909, -3.6227, 0.3645], [-1.3465, -1.5956, -0.2954], [0.8077, -0.0279, 1.3188], [1.3166, 1.6721, 1.0207], [1.3298, 1.3609, -1.4739], [1.2708, -0.3857, -1.3165], [-1.6590, -0.0287, 1.4058], [-0.7187, 1.8961, -0.3754], [-2.4791, -2.4652, -0.3252], [-0.9796, -1.2777, -1.5069]],
  "forces_ev_per_a": [[-3.4, 3.1, -1.1], [0.8, -4.1, 1.6], [-0.2, -2.0, 0.8], [2.3, -1.8, -0.4], [-3.1, 0.7, 0.0], [2.8, -2.4, 0.9], [-1.2, 0.2, 2.2], [0.6, 1.4, -1.4], [0.9, 2.0, 0.7], [0.3, 1.3, -0.8], [-0.6, 0.5, 0.7], [-0.3, 0.6, -0.4], [-0.2, 0.1, -0.4], [0.6, 0.5, 0.1], [0.7, -0.2, -2.6]],
  "smiles": "N#C[PH2]=CC1CC1"
}

---

In the order shown, the computed relative energy (zero: lowest compared OMol25 entry of this formula, charge and spin) values come out to 94.9; 92.2; 84.2; 69.1; 100.9; 111.7; 32.8; 49.2; 136.2; 97.6 kcal/mol.